The following is a DFT calculation (ωB97M-V with the def2-TZVPD basis set) of one molecule with the formula C5H8.

As for the SMILES: C=CC(=C)C. The lowest unoccupied orbital energy comes out at 0.042 Eh. As for the total energy: -195.2625 Ha. The value obtained for the relative energy (zero: lowest compared OMol25 entry of this formula, charge and spin) is 18.5 kcal per mole. The orbital gap is 10.53 eV.

```
13
C5H8 | the OMol25 dataset | ωB97M-V with the def2-TZVPD basis set
C -1.554 -0.312 -0.431
C -0.142 0.215 -0.383
C 0.231 1.359 -0.945
C 1.365 -0.482 1.455
C 0.849 -0.683 0.249
H -1.578 -1.323 -0.826
H -1.918 -0.369 0.600
H -2.201 0.400 -0.935
H -0.508 1.974 -1.455
H 1.264 1.676 -0.994
H 1.076 0.400 2.013
H 2.035 -1.221 1.873
H 1.082 -1.633 -0.223
```

***

The following is a DFT calculation (ωB97M-V with the def2-TZVPD basis set) of an isolated ion of composition C5H12NO and charge -1.

As for the SMILES: NCCCCC[O-]. The lowest unoccupied orbital energy comes out at 0.137 Eh. As for the total energy: -327.6704 Ha. The value obtained for the relative energy (zero: lowest compared OMol25 entry of this formula, charge and spin) is 16.1 kcal per mole. The orbital gap is 5.86 eV. As for the net charge: -1.

```
19
C5H12NO | the OMol25 dataset | ωB97M-V with the def2-TZVPD basis set
C 0.956 2.026 1.104
O 1.655 3.166 1.042
C 0.368 1.621 -0.277
C -0.694 0.521 -0.317
C -0.410 -0.695 0.573
C 0.135 -1.914 -0.188
N -0.610 -2.399 -1.327
H 1.594 1.152 1.434
H 0.090 2.019 1.830
H 0.033 2.573 -0.709
H 1.213 1.320 -0.904
H -1.656 0.941 -0.037
H -0.877 0.162 -1.341
H -1.322 -0.991 1.105
H 0.342 -0.431 1.312
H 1.111 -1.614 -0.566
H 0.328 -2.738 0.500
H -0.833 -1.746 -2.060
H -1.424 -2.973 -1.174
```

***

The following is a DFT calculation (ωB97M-V with the def2-TZVPD basis set) of C22H30N4O2 as an isolated structure.

The lowest unoccupied orbital energy comes out at 0.019 Eh. As for the total energy: -1224.9312 Ha. The value obtained for the relative energy (zero: lowest compared OMol25 entry of this formula, charge and spin) is 625.5 kcal per mole. The orbital gap is 8.74 eV.

```
58
C22H30N4O2 | the OMol25 dataset | ωB97M-V with the def2-TZVPD basis set
C 0.454 7.844 1.159
H -0.303 7.440 0.364
O 0.780 6.725 2.102
C 1.158 5.631 1.647
C 1.361 4.775 2.488
C 1.727 3.551 2.418
C 1.879 3.221 1.169
C 1.957 4.011 0.038
C 1.517 5.325 0.345
H 1.237 5.966 -0.476
H 2.162 3.692 -0.757
C 2.690 1.743 0.795
N 1.684 1.168 -0.507
C 2.323 -0.102 -0.829
C 2.276 -1.307 -0.142
H 2.520 -2.084 -0.497
H 2.606 -1.158 0.803
C 0.647 -1.505 0.339
N 0.703 -2.840 1.202
C -0.178 -3.794 1.195
C 0.214 -4.577 2.107
C 1.061 -3.799 3.102
N 1.383 -2.771 2.430
H 1.474 -4.092 3.999
H 0.000 -5.654 2.330
N -0.988 -4.133 -0.025
C -2.143 -3.175 -0.500
O -2.166 -2.302 0.283
C -2.842 -3.652 -1.530
H -3.078 -4.817 -1.430
C -1.778 -3.606 -2.815
H -0.734 -3.528 -2.717
H -2.076 -4.390 -3.536
C -2.410 -2.150 -3.520
C -3.898 -2.243 -3.289
H -4.258 -1.440 -3.180
C -3.921 -2.959 -1.988
H -5.111 -3.516 -1.597
H -4.076 -2.135 -1.063
H -4.232 -2.890 -3.840
H -2.231 -2.109 -4.415
H -2.033 -1.278 -2.575
H -0.953 -4.862 -0.406
C 0.032 -0.219 0.898
C 0.464 0.968 0.070
H -0.298 0.633 -0.961
H -0.166 1.765 0.483
H 0.443 -0.232 1.830
H -0.818 -0.543 1.105
H 0.215 -1.705 -0.493
H 1.821 -0.267 -1.859
H 3.403 0.107 -1.162
H 3.608 1.543 0.352
H 2.375 1.049 1.691
H 1.783 2.681 3.243
H 1.084 4.987 3.940
H 0.216 8.814 1.562
H 1.437 8.193 0.618
```

***

The following is a DFT calculation (ωB97M-V with the def2-TZVPD basis set) of C33H42Cl3N7O2STl as an isolated structure.

The lowest unoccupied orbital energy comes out at 0.066 Eh. As for the total energy: -3767.8130 Ha. The value obtained for the relative energy (zero: lowest compared OMol25 entry of this formula, charge and spin) is 0.0 kcal per mole. The orbital gap is 4.11 eV. As for the net charge: -1.

```
89
C33H42Cl3N7O2STl | the OMol25 dataset | ωB97M-V with the def2-TZVPD basis set
Tl 0.875 -1.167 -0.922
N 2.925 0.154 1.700
C 2.200 1.425 1.583
C 2.655 2.231 0.370
N 1.998 1.881 -0.899
C 2.918 2.057 -2.026
C 2.448 1.390 -3.320
N 2.389 -0.054 -3.173
C 0.754 2.645 -1.108
C -0.568 1.878 -0.976
N -0.679 0.762 -1.913
H 2.296 -0.538 2.097
H 3.187 -0.178 0.778
H 2.421 2.011 2.481
H 1.119 1.283 1.545
H 3.730 2.054 0.270
H 2.511 3.300 0.589
H 3.880 1.612 -1.756
H 3.086 3.129 -2.233
H 3.123 1.717 -4.125
H 1.445 1.739 -3.571
H 3.303 -0.457 -3.007
H 1.979 -0.508 -3.980
H 0.779 3.088 -2.109
H 0.708 3.481 -0.398
H -1.378 2.611 -1.103
H -0.644 1.474 0.030
H -0.791 1.093 -2.864
H -1.500 0.210 -1.669
C 5.256 -3.245 3.845
C 4.733 -3.687 2.520
C 4.378 -4.967 2.209
C 3.883 -5.234 0.913
N 3.835 -4.310 -0.024
C 4.211 -3.056 0.261
S 4.264 -1.813 -0.849
N 4.594 -2.748 1.561
C 3.369 -6.589 0.554
H 5.526 -4.105 4.452
H 4.498 -2.665 4.375
H 6.133 -2.610 3.720
H 4.462 -5.755 2.943
H 4.779 -1.773 1.756
H 3.910 -7.374 1.083
H 3.438 -6.735 -0.521
H 2.316 -6.656 0.836
Cl -4.609 1.058 -1.431
C -5.282 2.378 -0.534
C -6.182 3.213 -1.166
C -6.755 4.271 -0.479
C -6.498 4.417 0.871
C -5.620 3.556 1.507
Cl -5.512 3.673 3.239
C -4.890 2.568 0.809
N -3.911 1.782 1.377
C -2.881 2.248 2.219
C -2.505 3.590 2.255
C -1.466 4.021 3.064
C -0.782 3.111 3.853
C -1.134 1.772 3.802
C -2.166 1.313 2.992
C -2.425 -0.161 2.871
C -1.779 -0.652 1.529
O -2.495 -0.522 0.507
O -0.613 -1.100 1.593
H -6.422 3.034 -2.205
H -7.422 4.954 -0.987
H -6.993 5.184 1.450
H -3.638 0.920 0.879
H -3.020 4.301 1.622
H -1.198 5.070 3.077
H 0.033 3.438 4.487
H -0.583 1.048 4.391
H -3.495 -0.375 2.841
H -1.961 -0.696 3.697
Cl -4.700 -1.267 -3.868
C -3.061 -1.850 -3.656
C -2.039 -1.345 -4.453
C -0.747 -1.794 -4.286
C -0.397 -2.779 -3.303
C 0.911 -3.211 -3.119
C -1.494 -3.270 -2.519
C -2.782 -2.816 -2.692
H -2.273 -0.604 -5.209
H 0.042 -1.396 -4.918
H 1.704 -2.858 -3.768
H 1.160 -4.001 -2.422
H -1.290 -4.021 -1.763
H -3.587 -3.205 -2.082
```

***

Q: orbital gap of number 4 (C33H42Cl3N7O2STl)?
A: 4.11 eV

***

Q: What is the formula in the second record?
A: C5H12NO